--- a ---
DFT (ωB97M-V with the def2-TZVPD basis set) results for 5 unconnected molecules or ions with the total composition H10O5.

Values from the calculation:
Gap between HOMO and LUMO, eV: 11.1
Net charge: 0

Each line ends with the Mulliken charge.
CARTESIAN COORDINATES (ANGSTROEM)
O1 -2.10078 0.68480 0.43529  -0.5990
H1 -1.30852 0.81821 -0.15449  0.3006
H2 -2.68655 0.36786 -0.17807  0.2826
O2 -0.93411 -2.30304 -2.99489  -0.6174
H3 -0.70112 -2.18720 -3.87422  0.2937
H4 -1.88133 -2.14262 -2.84728  0.3213
O3 -2.63613 -2.08976 0.27490  -0.5694
H5 -2.65232 -2.69195 1.02977  0.2952
H6 -2.23313 -2.52564 -0.41499  0.2929
O4 3.14543 1.06559 0.93150  -0.6975
H7 3.40735 1.01155 1.86761  0.3772
H8 2.27392 0.85755 0.94579  0.3000
O5 2.94305 3.28432 1.89363  -0.6463
H9 2.06354 2.88633 1.97614  0.3076
H10 3.30069 2.96399 1.10931  0.3585

--- b ---
DFT (ωB97M-V with the def2-TZVPD basis set) results for 5 unconnected molecules or ions with the total composition H10O5.

Values from the calculation:
Gap between HOMO and LUMO, eV: 10.4
Net charge: 0

Each line ends with the Mulliken charge.
CARTESIAN COORDINATES (ANGSTROEM)
O1 -8.47254 21.28827 -17.38231  -0.7047
H1 -8.10170 20.59269 -16.85122  0.3443
H2 -7.98767 21.33952 -18.18839  0.3097
O2 -9.05702 17.15861 -18.44605  -0.6156
H3 -8.15010 17.35822 -18.65183  0.2998
H4 -9.46984 18.01672 -18.42282  0.3629
O3 -10.21764 19.77415 -18.59109  -0.6827
H5 -11.00623 20.07991 -18.14970  0.3179
H6 -9.49914 20.25874 -18.20883  0.3915
O4 -10.98885 21.13827 -15.94512  -0.6428
H7 -10.47069 21.72519 -16.45578  0.3065
H8 -10.34364 20.57716 -15.48760  0.3137
O5 -11.06034 17.61398 -20.52752  -0.5732
H9 -10.48409 18.24510 -20.20982  0.2854
H10 -10.71502 17.34593 -21.35448  0.2873

Order from most stable to least stable according to the calculation: b, a

--- a ---
DFT (ωB97M-V with the def2-TZVPD basis set) results for 5 unconnected molecules or ions with the total composition H10O5.

Values from the calculation:
Gap between HOMO and LUMO, eV: 11.8
Net charge: 0

Each line ends with the Mulliken charge.
CARTESIAN COORDINATES (ANGSTROEM)
O1 1.56632 0.08412 -2.20187  -0.6361
H1 2.36133 0.62159 -2.17121  0.3072
H2 1.38478 -0.14483 -1.31640  0.3247
O2 1.87977 -0.38467 1.38672  -0.6119
H3 2.66729 0.17094 1.35333  0.2927
H4 1.97158 -0.87600 2.20838  0.3247
O3 -0.32235 -1.03285 3.12075  -0.6643
H5 -1.11880 -0.51298 3.28957  0.3048
H6 -0.24382 -0.91420 2.16102  0.3590
O4 -1.38202 -0.37281 -0.14547  -0.6823
H7 -1.54213 -1.28822 -0.40815  0.3216
H8 -2.21601 0.05948 -0.37306  0.3406
O5 -1.86022 1.65922 -2.04142  -0.6611
H9 -2.03149 1.86372 -2.95724  0.3009
H10 -1.11424 1.06749 -1.90495  0.3795

--- b ---
DFT (ωB97M-V with the def2-TZVPD basis set) results for 5 unconnected molecules or ions with the total composition H10O5.

Values from the calculation:
Gap between HOMO and LUMO, eV: 10.5
Net charge: 0

Each line ends with the Mulliken charge.
CARTESIAN COORDINATES (ANGSTROEM)
O1 0.24189 0.60855 0.34688  -0.5835
H1 0.21511 0.88216 1.27068  0.3275
H2 0.47230 -0.32653 0.38584  0.2265
O2 1.17205 -2.07087 -1.09057  -0.6054
H3 0.61291 -1.33970 -1.37646  0.3464
H4 1.09582 -2.06263 -0.12978  0.3039
O3 1.19495 -0.31117 3.67651  -0.6196
H5 0.46514 -0.23019 4.30086  0.3205
H6 0.79257 -0.12708 2.82025  0.2259
O4 -1.75809 1.73190 -0.77811  -0.6454
H7 -0.96539 1.46323 -0.30017  0.3990
H8 -1.84204 2.67210 -0.58328  0.3127
O5 -0.52002 0.09388 -2.80681  -0.6135
H9 0.16138 -0.56976 -2.96262  0.2749
H10 -1.33858 -0.41388 -2.77321  0.3301

--- c ---
DFT (ωB97M-V with the def2-TZVPD basis set) results for 5 unconnected molecules or ions with the total composition H10O5.

Values from the calculation:
Gap between HOMO and LUMO, eV: 10.6
Net charge: 0

Each line ends with the Mulliken charge.
CARTESIAN COORDINATES (ANGSTROEM)
O1 -1.30839 1.23709 0.96428  -0.6547
H1 -1.29636 1.91101 0.35816  0.2911
H2 -2.20487 0.84195 0.74034  0.3422
O2 0.49634 -0.83488 0.97597  -0.6063
H3 0.79563 -0.76223 1.88169  0.2792
H4 0.04264 0.04274 0.86383  0.3661
O3 -1.95717 -3.21912 1.22145  -0.6010
H5 -1.67091 -2.76509 0.42837  0.2759
H6 -2.79036 -3.55308 0.81134  0.3170
O4 2.04767 4.43870 -0.78068  -0.6330
H7 1.16942 4.18548 -0.60993  0.2994
H8 2.44750 3.77277 -1.42268  0.3337
O5 1.03980 -1.67432 -2.20464  -0.5997
H9 0.36340 -2.38760 -2.17436  0.3064
H10 0.59784 -0.86570 -2.28789  0.2834

--- d ---
DFT (ωB97M-V with the def2-TZVPD basis set) results for 5 unconnected molecules or ions with the total composition H10O5.

Values from the calculation:
Gap between HOMO and LUMO, eV: 10.8
Net charge: 0

Each line ends with the Mulliken charge.
CARTESIAN COORDINATES (ANGSTROEM)
O1 -0.51748 1.03848 1.89500  -0.6794
H1 -1.44185 0.94269 1.86434  0.2672
H2 -0.04582 0.59366 1.11778  0.4389
O2 -0.65726 -2.06665 -1.23915  -0.6322
H3 -1.39950 -1.77776 -0.72027  0.3106
H4 -0.98680 -2.77512 -1.79000  0.2936
O3 -0.37725 3.16096 -1.18303  -0.6036
H5 -0.21431 3.54602 -0.35315  0.3171
H6 -1.24392 3.28851 -1.48739  0.2963
O4 0.87046 0.02930 -0.06924  -0.7548
H7 0.58032 -0.77094 -0.53678  0.3562
H8 0.83848 0.52138 -0.89547  0.3215
O5 1.83225 -2.21032 1.14749  -0.6365
H9 1.82287 -1.28307 0.84546  0.4168
H10 0.93980 -2.23715 1.40442  0.2882

Order from most stable to least stable according to the calculation: a, d, b, c

--- a ---
DFT (ωB97M-V with the def2-TZVPD basis set) results for 5 unconnected molecules or ions with the total composition H10O5.

Values from the calculation:
Gap between HOMO and LUMO, eV: 11.3
Net charge: 0

Each line ends with the Mulliken charge.
CARTESIAN COORDINATES (ANGSTROEM)
O1 2.80357 -0.30729 -0.14949  -0.7605
H1 2.15069 0.43143 0.12323  0.4171
H2 3.12601 -0.52782 0.84501  0.3683
O2 0.96369 2.17078 0.23657  -0.7656
H3 -0.03624 1.74147 -0.04660  0.3899
H4 1.14760 2.31540 -0.85494  0.3492
O3 -1.69347 1.47846 -0.09288  -0.7657
H5 -2.51117 2.34311 -0.30032  0.3344
H6 -2.06545 0.53159 -0.14695  0.4534
O4 -2.32055 -1.06702 0.03062  -0.7292
H7 -1.33266 -1.33832 -0.07161  0.4262
H8 -2.67666 -1.68452 0.77155  0.3281
O5 0.43381 -1.99518 -0.00845  -0.7036
H9 1.23920 -1.43650 0.24710  0.3632
H10 0.77165 -2.65560 -0.58286  0.2949

--- b ---
DFT (ωB97M-V with the def2-TZVPD basis set) results for 5 unconnected molecules or ions with the total composition H10O5.

Values from the calculation:
Gap between HOMO and LUMO, eV: 10.7
Net charge: 0

Each line ends with the Mulliken charge.
CARTESIAN COORDINATES (ANGSTROEM)
O1 -5.56000 -8.83600 28.88400  -0.6944
H1 -5.04700 -9.63700 28.66500  0.3676
H2 -4.92700 -8.16200 28.96900  0.3127
O2 -1.40600 -9.71100 27.48200  -0.6440
H3 -0.98600 -9.73900 26.64600  0.2923
H4 -2.33700 -9.90300 27.50000  0.3895
O3 -4.11700 -10.44100 27.11400  -0.7290
H5 -4.34500 -11.37200 26.96300  0.3200
H6 -4.65700 -9.95300 26.50000  0.3454
O4 -3.92500 -5.81800 28.44900  -0.6591
H7 -3.22100 -6.20900 27.98000  0.3194
H8 -4.62600 -5.82300 27.77000  0.3317
O5 -7.93200 -8.69500 27.84500  -0.6590
H9 -7.88600 -9.57600 27.43800  0.2634
H10 -7.12300 -8.72500 28.31200  0.4436

Order from most stable to least stable according to the calculation: b, a